{"formula": "C4H7NO2", "method": "ωB97M-V/def2-TZVPD", "max_force_ev_per_a": 0.546, "e_above_lowest_ev": 3.9804, "e_tot_ev": -9843.29928, "orbital_gap_ev": 9.2, "homo_ev": -8.41, "smiles": "O/C=C1/CN1.C=O", "elements": ["O", "C", "C", "C", "N", "C", "O", "H", "H", "H", "H", "H", "H", "H"], "positions_angstrom": [[1.918, 1.451, -0.091], [1.935, 0.375, -0.646], [-0.746, -0.253, 0.095], [-0.942, -1.635, 0.473], [0.129, -0.788, 1.081], [-1.168, 0.865, -0.478], [-0.675, 2.123, -0.333], [0.282, 2.085, -0.143], [1.388, 0.209, -1.595], [2.435, -0.492, -0.187], [-0.552, -2.460, -0.129], [-1.835, -1.853, 1.063], [-0.129, -0.453, 2.010], [-2.042, 0.827, -1.121]], "lowdin_charge": [-0.024, -0.122, -0.312, -0.095, 0.042, -0.166, -0.002, 0.049, 0.100, 0.088, 0.101, 0.107, 0.113, 0.120]}



{"formula": "C4H7NO2", "method": "ωB97M-V/def2-TZVPD", "max_force_ev_per_a": 0.543, "e_above_lowest_ev": 0.2911, "e_tot_ev": -9846.98857, "orbital_gap_ev": 10.1, "homo_ev": -9.62, "smiles": "CCC(=O)C(N)=O", "elements": ["C", "C", "C", "O", "C", "O", "N", "H", "H", "H", "H", "H", "H", "H"], "positions_angstrom": [[-1.888, -1.124, 0.547], [-0.475, -0.940, 0.018], [0.005, 0.486, 0.024], [-0.714, 1.463, 0.000], [1.532, 0.661, 0.010], [2.256, -0.057, 0.676], [1.955, 1.642, -0.821], [-1.912, -0.955, 1.627], [-2.583, -0.420, 0.083], [-2.240, -2.141, 0.353], [0.257, -1.564, 0.538], [-0.415, -1.235, -1.042], [1.291, 2.299, -1.200], [2.933, 1.886, -0.813]], "lowdin_charge": [-0.093, -0.176, -0.318, 0.108, -0.476, 0.071, 0.180, 0.082, 0.075, 0.074, 0.116, 0.136, 0.106, 0.116]}



{"formula": "C4H7NO2", "method": "ωB97M-V/def2-TZVPD", "max_force_ev_per_a": 0.639, "e_above_lowest_ev": 3.2287, "e_tot_ev": -9844.05098, "orbital_gap_ev": 8.5, "homo_ev": -7.98, "elements": ["C", "C", "C", "O", "C", "O", "N", "H", "H", "H", "H", "H", "H", "H"], "positions_angstrom": [[1.135, -1.297, -0.179], [0.245, -0.100, -0.577], [0.808, 1.233, 0.182], [-0.203, -0.035, -1.777], [-0.847, 0.208, 0.470], [-0.262, 1.114, 1.215], [-2.145, 0.051, 0.389], [2.008, -1.279, -0.840], [1.493, -1.267, 0.861], [0.596, -2.235, -0.355], [0.598, 2.124, -0.410], [1.796, 1.221, 0.643], [-2.778, 0.709, 0.823], [-2.444, -0.447, -0.445]], "lowdin_charge": [-0.019, -0.664, 0.009, -0.126, -0.286, 0.065, 0.250, 0.086, 0.080, 0.081, 0.127, 0.117, 0.138, 0.142]}



{"formula": "C4H7NO2", "method": "ωB97M-V/def2-TZVPD", "max_force_ev_per_a": 10.915, "e_above_lowest_ev": 7.8754, "e_tot_ev": -9839.40426, "orbital_gap_ev": 9.1, "homo_ev": -8.92, "elements": ["C", "C", "C", "C", "H", "H", "H", "H", "H", "H", "H", "N", "O", "O"], "positions_angstrom": [[-0.030, -0.305, 1.720], [-0.404, 1.229, -0.848], [-0.911, 2.201, 0.228], [0.195, -1.069, -1.107], [0.120, -0.003, 2.823], [-0.418, -1.399, 1.481], [-0.879, 0.252, 1.458], [-0.789, 1.445, -1.997], [-1.280, 3.190, -0.229], [-0.762, 2.241, 1.293], [0.365, -0.862, -2.473], [0.135, 0.027, -0.497], [0.882, 0.086, 0.627], [0.318, -2.260, -0.480]], "lowdin_charge": [-0.046, -0.080, 0.046, -0.241, 0.127, 0.127, 0.013, 0.165, 0.055, 0.025, 0.221, -0.252, -0.087, -0.074]}



{"formula": "C4H7NO2", "method": "ωB97M-V/def2-TZVPD", "max_force_ev_per_a": 2.047, "e_above_lowest_ev": 7.4183, "e_tot_ev": -9839.86138, "orbital_gap_ev": [8.2, 8.2], "homo_ev": [-8.49, -8.49], "elements": ["O", "N", "C", "C", "C", "C", "O", "H", "H", "H", "H", "H", "H", "H"], "positions_angstrom": [[1.808, 1.703, -0.951], [1.691, 0.343, -0.774], [0.505, 0.015, -0.398], [-0.011, -1.387, -0.086], [-1.331, -0.639, -0.066], [-0.755, 0.659, 0.422], [-0.698, 0.845, 1.801], [2.726, 1.814, -1.229], [0.357, -1.767, 0.879], [0.104, -2.165, -0.845], [-2.282, -1.072, 0.315], [-0.519, 0.045, -1.307], [-1.114, 1.601, 0.017], [-0.480, 0.005, 2.223]], "lowdin_charge": [-0.040, 0.043, -0.380, -0.152, -0.043, -0.338, 0.013, 0.096, 0.107, 0.107, 0.112, 0.243, 0.136, 0.095]}



{"formula": "C4H7NO2", "method": "ωB97M-V/def2-TZVPD", "max_force_ev_per_a": 6.377, "e_above_lowest_ev": 3.6053, "e_tot_ev": -9843.67435, "orbital_gap_ev": 10.6, "homo_ev": -9.99, "elements": ["C", "C", "C", "C", "N", "O", "O", "H", "H", "H", "H", "H", "H", "H"], "positions_angstrom": [[-1.689, 0.490, -0.250], [-0.198, -1.754, 0.013], [0.829, 0.676, -0.779], [-0.374, 0.214, 0.077], [-2.825, 0.745, -0.345], [1.445, 1.892, -0.232], [-0.044, 0.505, 1.459], [-0.498, -2.189, -0.896], [0.857, -1.780, 0.186], [-0.777, -2.227, 0.899], [1.650, -0.090, -0.779], [0.548, 0.846, -1.758], [1.983, 1.807, 0.580], [-0.906, 0.864, 1.826]], "lowdin_charge": [-0.197, 0.067, -0.148, -0.383, 0.182, -0.081, -0.031, 0.024, 0.024, 0.091, 0.126, 0.098, 0.096, 0.132]}



{"formula": "C4H7NO2", "method": "ωB97M-V/def2-TZVPD", "max_force_ev_per_a": 3.227, "e_above_lowest_ev": 5.1394, "e_tot_ev": -9842.14027, "orbital_gap_ev": [8.0, 8.1], "homo_ev": [-8.70, -9.04], "elements": ["C", "C", "C", "C", "N", "O", "O", "H", "H", "H", "H", "H", "H", "H"], "positions_angstrom": [[0.667, -0.269, 0.986], [0.600, -1.468, 0.206], [0.040, 1.045, 0.802], [-0.094, -1.247, -1.175], [2.589, 0.272, -0.099], [2.424, 1.376, -0.416], [1.005, -2.575, 0.518], [1.150, -0.576, 1.891], [0.155, 1.593, 1.712], [-1.030, 0.994, 0.466], [0.573, 1.648, -0.011], [0.400, -1.846, -1.879], [0.302, -0.157, -1.413], [-1.211, -1.425, -1.067]], "lowdin_charge": [-0.148, -0.538, -0.114, -0.015, 0.160, -0.001, 0.052, 0.106, 0.069, 0.105, 0.076, 0.044, 0.093, 0.109]}



{"formula": "C4H7NO2", "method": "ωB97M-V/def2-TZVPD", "max_force_ev_per_a": 0.800, "e_above_lowest_ev": 3.2164, "e_tot_ev": -9844.06327, "orbital_gap_ev": 9.6, "homo_ev": -8.85, "smiles": "C=CONC(C)=O", "elements": ["C", "C", "N", "O", "C", "C", "O", "H", "H", "H", "H", "H", "H", "H"], "positions_angstrom": [[1.328, -1.569, -0.739], [0.078, -0.717, -0.745], [-0.493, -0.797, 0.520], [-0.259, 0.048, -1.618], [-0.209, 2.069, 0.560], [-1.312, 1.359, 0.755], [-1.543, 0.014, 0.861], [1.801, -1.487, 0.239], [1.108, -2.617, -0.934], [2.004, -1.194, -1.499], [-0.669, -1.719, 0.899], [0.797, 1.672, 0.479], [-0.339, 3.135, 0.399], [-2.293, 1.806, 0.823]], "lowdin_charge": [-0.003, -0.519, 0.039, 0.091, 0.020, -0.215, -0.058, 0.081, 0.083, 0.085, 0.158, 0.061, 0.060, 0.117]}